Entry 1:
{
  "formula": "C23H27BN4O9",
  "method": "wB97M-V/def2-TZVPD",
  "symbols": ["N", "H", "H", "H", "H", "O", "C", "O", "B", "O", "C", "O", "O", "C", "O", "C", "O", "O", "C", "C", "C", "O", "C", "H", "H", "H", "H", "H", "H", "H", "H", "N", "C", "C", "C", "C", "C", "H", "H", "H", "H", "H", "N", "C", "C", "C", "C", "C", "H", "H", "H", "H", "H", "N", "C", "C", "C", "C", "C", "H", "H", "H", "H", "H"],
  "xyz": [[1.28240, -14.37455, 18.55982], [2.18407, -13.84209, 18.47197], [0.59306, -13.78867, 19.09003], [1.39317, -15.27534, 19.06378], [0.98508, -14.38256, 17.54569], [0.81327, -11.55872, 17.73122], [0.89423, -10.54287, 17.11975], [2.04319, -10.06002, 16.63696], [1.74369, -8.75740, 15.97193], [0.27832, -8.58559, 16.14946], [-0.23085, -9.55527, 16.84344], [-1.36584, -9.64622, 17.22262], [2.43159, -7.60820, 16.58664], [3.06014, -6.93115, 15.65644], [3.73311, -5.94763, 15.76948], [2.85679, -7.63834, 14.29578], [2.14550, -8.72435, 14.55063], [3.29793, -7.24296, 13.26641], [-2.50114, -12.21607, 21.11373], [-1.36242, -11.40227, 21.71195], [-0.07989, -12.07073, 21.08310], [-0.51504, -12.83285, 19.98045], [-1.89598, -12.56226, 19.74006], [-3.38365, -11.58983, 21.00946], [-2.67109, -13.19305, 21.56054], [-1.33505, -11.43753, 22.79931], [-1.36159, -10.38212, 21.33629], [0.48078, -12.57635, 21.87421], [0.54660, -11.22185, 20.79249], [-2.34065, -13.49570, 19.38119], [-1.99347, -11.82291, 18.93998], [0.58981, -13.73964, 15.95006], [1.37609, -13.25712, 14.97498], [0.88285, -12.66097, 13.82953], [-0.47760, -12.42998, 13.69900], [-1.30210, -12.87622, 14.73871], [-0.72299, -13.55634, 15.77412], [2.43604, -13.35431, 15.17085], [1.53843, -12.24046, 13.07820], [-0.91775, -11.88137, 12.87889], [-2.36440, -12.68697, 14.68413], [-1.40826, -13.98656, 16.50072], [1.75145, -16.71136, 20.20992], [2.36608, -17.83114, 19.78595], [2.77620, -18.87609, 20.58160], [2.37926, -18.86326, 21.91568], [1.80691, -17.70658, 22.42145], [1.44716, -16.69983, 21.51700], [2.78485, -17.79558, 18.78427], [3.18222, -19.78734, 20.16633], [2.49094, -19.74208, 22.53693], [1.54535, -17.57934, 23.46146], [0.95382, -15.78908, 21.83438], [3.71672, -12.81536, 18.77402], [4.75821, -12.89484, 17.91714], [5.87703, -12.09451, 17.97880], [5.87518, -11.05338, 18.88727], [4.81921, -10.91305, 19.75953], [3.76837, -11.82135, 19.67895], [4.67987, -13.76646, 17.27665], [6.69322, -12.21164, 17.28000], [6.76705, -10.44134, 18.93558], [4.88652, -10.13239, 20.50437], [2.94231, -11.87287, 20.37400]],
  "fmax_ha_per_bohr": 0.04565,
  "homo_lumo_gap_ev": 8.711,
  "energy_ev": -49358.119,
  "relative_energy_ev": 0.000,
  "homo_energy_ev": -8.8
}

---

Entry 2:
{
  "formula": "C23H27BeN4O3S",
  "method": "wB97M-V/def2-TZVPD",
  "symbols": ["Be", "C", "O", "C", "C", "C", "C", "C", "C", "N", "N", "C", "C", "O", "C", "C", "C", "C", "C", "C", "C", "C", "H", "H", "H", "H", "H", "H", "H", "H", "H", "H", "H", "H", "H", "S", "C", "N", "C", "C", "C", "N", "H", "H", "H", "H", "H", "H", "H", "H", "C", "C", "O", "H", "H", "H", "H", "H", "H"],
  "xyz": [[0.09704, -2.00503, 0.80894], [-0.35509, -4.90545, 0.47713], [0.26254, -3.60869, 0.13579], [0.79029, -3.49956, -1.19449], [1.15942, -4.53908, -1.96978], [1.87104, -4.20143, -3.08707], [2.06001, -2.89989, -3.55871], [1.55863, -1.83543, -2.79897], [1.02283, -2.14987, -1.52542], [0.73732, -1.29088, -0.48030], [1.38972, -0.19397, -0.45127], [1.76925, 0.29332, 0.75669], [1.55022, -0.41486, 1.98367], [1.03222, -1.60012, 2.00327], [1.83550, 0.28776, 3.15323], [2.35610, 1.54786, 3.12805], [2.55284, 2.28084, 1.91104], [3.01264, 3.59926, 1.93355], [3.18396, 4.29832, 0.74979], [2.89189, 3.65540, -0.47735], [2.48915, 2.30812, -0.50013], [2.34745, 1.60305, 0.70222], [-0.51387, -5.46761, -0.48631], [-1.32155, -4.71088, 0.89076], [0.32496, -5.53625, 1.16199], [1.12153, -5.58051, -1.66843], [2.27726, -5.02037, -3.63668], [2.50706, -2.72469, -4.49547], [1.57582, -0.83975, -3.19632], [1.54202, -0.21900, 4.08030], [2.67167, 2.01537, 4.09435], [3.22412, 4.07495, 2.92120], [3.33502, 5.37769, 0.72015], [2.99511, 4.19944, -1.42013], [2.21738, 1.78698, -1.41430], [-2.89180, -0.76124, -1.36995], [-2.44441, 0.88076, -1.18187], [-1.40617, 1.56218, -1.72571], [-1.39002, 2.98194, -1.96647], [-2.05652, 3.69667, -0.81419], [-3.44877, 3.08054, -0.59131], [-3.36249, 1.64891, -0.51840], [-0.86648, 0.94539, -2.32584], [-1.91913, 3.19202, -2.88256], [-0.33249, 3.24826, -2.06315], [-2.21148, 4.75456, -1.07240], [-1.52409, 3.64387, 0.11488], [-4.07485, 3.39997, -1.42828], [-3.85578, 3.40739, 0.38423], [-4.20729, 1.12965, -0.31272], [-2.63684, -0.53533, 2.70916], [-2.35717, -1.87703, 2.04092], [-1.51738, -1.68568, 0.90241], [-3.38281, -0.55437, 3.49270], [-2.91019, 0.17975, 1.92177], [-1.70015, -0.08748, 3.08594], [-3.22142, -2.39701, 1.66645], [-1.78819, -2.51294, 2.70973], [-2.06562, -1.42581, -0.02635]],
  "charge": 1,
  "fmax_ha_per_bohr": 0.05841,
  "homo_lumo_gap_ev": [6.502, 6.502],
  "energy_ev": -47625.672,
  "homo_energy_ev": [-10.3, -10.3]
}

---

Entry 3:
{
  "formula": "C23H27BrCl40O2P",
  "method": "wB97M-V/def2-TZVPD",
  "symbols": ["C", "C", "P", "O", "C", "C", "C", "C", "C", "C", "C", "O", "C", "C", "Br", "C", "C", "H", "H", "H", "H", "H", "H", "H", "H", "H", "H", "H", "H", "H", "H", "H", "H", "H", "H", "H", "H", "H", "H", "H", "H", "H", "H", "H", "C", "Cl", "Cl", "Cl", "Cl", "C", "Cl", "Cl", "Cl", "Cl", "C", "Cl", "Cl", "Cl", "Cl", "C", "Cl", "Cl", "Cl", "Cl", "C", "Cl", "Cl", "Cl", "Cl", "C", "Cl", "Cl", "Cl", "Cl", "C", "Cl", "Cl", "Cl", "Cl", "C", "Cl", "Cl", "Cl", "Cl", "C", "Cl", "Cl", "Cl", "Cl", "C", "Cl", "Cl", "Cl", "Cl"],
  "xyz": [[3.91303, -0.76175, 3.31870], [3.90573, -0.73742, 1.99341], [3.96122, -1.00278, 0.06130], [5.54700, -0.22670, 0.10386], [4.71009, -2.75081, 0.36941], [4.47400, -3.78821, -0.84944], [2.98683, -3.79091, -1.46346], [1.81632, -4.14620, -0.40368], [0.56130, -3.20466, -0.75936], [-0.80468, -3.59948, 0.05501], [-1.68674, -2.21748, 0.06610], [-3.13208, -2.44106, 0.24500], [-3.70384, -1.08037, 0.17600], [3.04842, 0.69425, -0.10687], [1.42424, 0.60677, 1.10904], [2.61263, 1.05602, -1.61738], [1.00781, 1.01062, -1.87668], [3.59062, -0.98470, 4.40238], [4.03892, -1.19148, -1.36363], [2.66055, -1.61113, 0.17798], [5.83675, -0.12762, 1.04789], [5.85625, -2.58535, 0.49160], [4.32723, -3.12335, 1.39987], [5.21835, -3.51277, -1.70129], [4.74611, -4.86591, -0.51783], [2.72090, -2.77452, -1.93504], [2.88337, -4.56675, -2.32673], [1.47492, -5.23989, -0.61394], [2.15521, -4.08964, 0.69938], [0.73686, -2.08322, -0.49528], [0.35513, -3.20405, -1.90547], [-1.33174, -4.46123, -0.49301], [-0.57653, -3.91963, 1.13187], [-1.26942, -1.55980, 0.90325], [-1.53502, -1.75989, -0.99238], [-4.08809, -0.72365, 1.21366], [-4.51931, -0.99176, -0.63898], [-2.88742, -0.30860, -0.12554], [3.69149, 1.54859, 0.34260], [3.13082, 0.44196, -2.43465], [2.92552, 2.16231, -1.80593], [0.47558, 1.88119, -1.33301], [0.84181, 1.20477, -3.00858], [0.53282, -0.00594, -1.62734], [-2.47276, 2.60350, -3.45740], [-3.21413, 3.85671, -2.43785], [-3.45038, 2.37514, -4.92480], [-0.83212, 3.10884, -3.91310], [-2.39968, 1.07439, -2.55091], [-0.70936, 2.57019, 3.76774], [-1.13884, 0.93790, 3.21805], [-0.97561, 3.72938, 2.44285], [-1.72652, 3.01446, 5.15910], [1.00045, 2.59684, 4.25027], [-6.37468, 3.86512, 0.54029], [-6.75454, 2.22492, -0.03334], [-6.69335, 5.03595, -0.75967], [-7.38937, 4.25251, 1.94876], [-4.66207, 3.94695, 1.00450], [-3.72428, 4.73942, -8.08108], [-4.87722, 5.78278, -7.22009], [-4.25378, 3.04707, -7.96175], [-3.65380, 5.21887, -9.79157], [-2.11281, 4.90844, -7.35121], [-2.46518, -3.15394, 3.89558], [-3.58248, -2.05279, 4.73607], [-3.06870, -4.82271, 4.02663], [-2.35886, -2.69459, 2.17817], [-0.85333, -3.04718, 4.64612], [-10.85321, 2.19270, 0.81302], [-10.22266, 1.92951, 2.45379], [-12.56050, 2.68001, 0.90547], [-9.91396, 3.47273, 0.01531], [-10.71651, 0.68741, -0.12244], [5.06305, -7.32817, 2.10618], [5.27948, -7.56628, 0.35810], [4.32475, -5.74015, 2.40244], [4.00479, -8.60426, 2.75052], [6.64488, -7.40684, 2.91446], [-0.11811, -0.94266, -5.31601], [1.45522, -0.75019, -4.51237], [-0.06104, -2.35384, -6.39702], [-1.38102, -1.18734, -4.08795], [-0.48630, 0.51466, -6.26536], [1.33464, 6.54206, 3.88855], [2.48537, 6.76636, 5.22489], [2.07343, 5.52375, 2.63264], [-0.13839, 5.75772, 4.50172], [0.91739, 8.12555, 3.19404], [5.79539, 3.47961, 4.05903], [5.36725, 1.84671, 3.50221], [5.52047, 4.64559, 2.74448], [4.78572, 3.91469, 5.45733], [7.51027, 3.51471, 4.53277]],
  "charge": -1,
  "fmax_ha_per_bohr": 0.16497,
  "homo_lumo_gap_ev": 6.274,
  "energy_ev": -608601.191,
  "relative_energy_ev": 0.000,
  "homo_energy_ev": -5.1
}